1.
Formula: C3H4N2O2S
Source: OMol25
Level of theory: ωB97M-V/def2-TZVPD

Atoms and positions in Å:
C  -2.10331  0.70994  -0.12083
C  0.33326  1.35386  -0.04982
C  2.17601  -0.02627  0.36279
H  0.08152  -2.00137  -1.00892
H  -2.05198  1.88302  -0.12559
H  0.02334  2.47231  0.25670
H  1.77300  -0.88706  1.60273
N  -0.64083  0.28565  -0.37338
N  1.52679  1.33447  0.34332
O  -3.09498  0.00302  -0.04973
O  2.98176  -0.45614  -0.59205
S  -0.47235  -1.33800  0.21668

The electronic energy comes out at -21080.920 eV. As for the spin multiplicity: 1. The value obtained for the LUMO energy is -0.060 eV. The HOMO-LUMO gap comes out at 9.44 eV. The calculation puts the relative energy (zero: lowest compared OMol25 entry of this formula, charge and spin) at 136.33 kcal per mole.

Here are the natural (NBO) charges for atoms 1 to 5, given in e: 0.557 0.272 0.496 0.166 0.133



2.
Formula: C48H134N12O14Ti2
Source: OMol25
Level of theory: ωB97M-V/def2-TZVPD

Atoms and positions in Å:
Ti  -1.50305  1.31238  -0.02154
Ti  0.22037  -0.98610  0.80404
O  -1.08691  0.29511  2.04711
H  -0.86692  0.41425  2.99153
O  0.25422  0.29782  -1.04092
H  0.61406  1.10897  -1.44967
C  -6.32187  -5.65957  0.86641
C  -7.08697  -4.39495  0.45576
C  -6.40172  -3.78690  -0.83272
O  -4.96904  -3.72069  -0.75900
C  -4.33884  -3.13011  -1.86799
N  -8.46695  -4.73877  0.30941
H  -6.23473  -6.29363  -0.01589
H  -6.75407  -6.14333  1.74236
H  -5.34845  -5.35426  1.25024
H  -6.96128  -3.60468  1.19588
H  -6.85756  -2.82455  -1.06548
H  -6.64919  -4.38767  -1.70791
H  -4.70911  -3.72955  -2.69967
H  -3.26844  -3.24626  -1.69817
H  -4.49125  -2.05583  -1.97186
H  -8.73242  -4.81852  1.28063
H  -8.87186  -3.86565  0.00312
C  0.48079  -3.37312  3.95442
C  1.90874  -3.16696  3.42891
C  2.55480  -4.48247  2.99533
O  2.96319  -5.15905  4.13969
C  3.48719  -6.45482  3.77226
N  1.79771  -2.24878  2.27281
H  0.45453  -3.88650  4.91558
H  0.00082  -3.95359  3.16651
H  0.03270  -2.39210  4.11229
H  2.50484  -2.63722  4.17197
H  3.36934  -4.24268  2.31187
H  1.80480  -5.09492  2.49483
H  3.86587  -6.92439  4.68012
H  4.30363  -6.41163  3.05138
H  2.62363  -7.02830  3.43538
H  1.86718  -1.27454  2.52998
H  2.64986  -2.34569  1.73938
C  -1.69261  -2.63683  -4.33860
C  -1.03461  -1.32668  -4.01728
C  -1.21801  -0.25530  -5.10958
O  -0.97072  -0.71242  -6.48154
C  0.38720  -0.53762  -6.86306
N  -1.63489  -0.96448  -2.78235
H  -2.70369  -2.45820  -4.70455
H  -1.66873  -3.33367  -3.50079
H  -1.24662  -3.16089  -5.18392
H  0.03154  -1.37043  -3.79480
H  -0.62168  0.64251  -4.94696
H  -2.28178  -0.02112  -5.15013
H  1.03115  -1.25719  -6.35745
H  0.82174  0.43379  -6.62718
H  0.54942  -0.64900  -7.93515
H  -0.94886  -0.50907  -2.19748
H  -1.73449  -1.87805  -2.36333
C  -1.15607  3.77616  -2.60175
C  -2.62489  3.38703  -2.45220
C  -3.33024  3.56864  -3.85680
O  -3.26777  4.87048  -4.38499
C  -3.88014  5.09639  -5.65318
N  -2.63224  1.97903  -2.13020
H  -0.63341  3.31073  -3.43739
H  -0.62322  3.69663  -1.65420
H  -1.12699  4.83895  -2.84202
H  -3.10142  3.94174  -1.64392
H  -4.38640  3.31840  -3.75680
H  -3.00709  2.81033  -4.56999
H  -4.89088  4.69495  -5.72627
H  -3.30534  4.72335  -6.50085
H  -3.79703  6.18142  -5.71562
H  -2.26342  1.33703  -2.81716
H  -3.54470  1.61569  -1.89463
C  -4.95887  -0.81927  1.45128
C  -4.69513  0.15895  0.22622
C  -5.93793  0.60823  -0.48877
O  -5.49483  1.02882  -1.80756
C  -6.53461  1.32142  -2.76373
N  -3.88519  1.24384  0.79916
H  -4.02962  -1.17543  1.89596
H  -5.49925  -1.70882  1.12756
H  -5.56675  -0.26379  2.16544
H  -4.06468  -0.47018  -0.40214
H  -6.47973  1.30535  0.15044
H  -6.52272  -0.30844  -0.56518
H  -7.19217  0.52216  -3.10564
H  -6.01567  1.81471  -3.58560
H  -7.17988  2.11060  -2.37783
H  -3.24594  0.82626  1.46029
H  -4.52730  1.78613  1.35928
C  2.01388  1.00375  4.70903
C  2.57754  1.41455  3.36266
C  4.14670  1.47236  3.31452
O  4.59749  2.55059  4.02821
C  5.99180  2.77939  3.81048
N  1.97442  0.58014  2.41110
H  2.50685  0.05840  4.93572
H  0.95162  0.78469  4.60073
H  2.16427  1.76875  5.47077
H  2.16031  2.40607  3.18685
H  4.40850  1.59697  2.26379
H  4.65732  0.59428  3.70992
H  6.21414  3.62905  4.45604
H  6.35042  3.08737  2.82832
H  6.56292  1.85743  3.91958
H  2.22032  1.07553  1.56598
H  0.96848  0.66978  2.42328
C  5.90565  -1.36576  1.73120
C  4.83848  -1.12285  0.63308
C  5.41632  -0.65210  -0.74255
O  5.81001  0.73011  -0.60709
C  6.56325  1.24095  -1.66377
N  4.07129  -2.33435  0.40809
H  6.40414  -0.42123  1.94906
H  6.63629  -2.12134  1.44247
H  5.45155  -1.82863  2.60735
H  4.24516  -0.24403  0.88557
H  4.68574  -0.85901  -1.52456
H  6.25750  -1.24260  -1.10562
H  7.03716  2.15959  -1.31794
H  6.03194  1.42728  -2.59710
H  7.39147  0.58194  -1.92428
H  3.35244  -2.26890  -0.29835
H  4.70627  -3.00746  0.00334
C  -0.84064  5.34521  1.35354
C  -0.36214  4.04539  2.03252
C  -0.38122  4.13656  3.57669
O  -1.61925  4.46819  4.18985
C  -1.53293  4.63439  5.65405
N  -1.34394  3.05713  1.62210
H  -0.10332  6.12442  1.54668
H  -1.82218  5.68831  1.68059
H  -0.80078  5.21751  0.27178
H  0.53915  3.56588  1.65061
H  0.44946  4.79242  3.83732
H  -0.16193  3.19804  4.08579
H  -1.01085  5.56805  5.86339
H  -0.98108  3.84222  6.16005
H  -2.52259  4.54299  6.10163
H  -2.26396  3.19458  2.01552
H  -1.08365  2.17958  2.04902
C  6.31676  -1.91887  -5.83850
C  5.44784  -1.55835  -4.64828
C  3.97249  -1.35759  -5.10603
O  3.16634  -0.86457  -4.06462
C  3.23785  0.48671  -3.73840
N  5.54466  -2.68364  -3.70918
H  6.29587  -1.12716  -6.58741
H  6.01395  -2.87575  -6.26368
H  7.37584  -1.99783  -5.59313
H  5.83470  -0.65798  -4.17102
H  3.55681  -2.34343  -5.31445
H  3.84278  -0.70079  -5.96620
H  4.23309  0.70240  -3.34971
H  2.54825  0.68950  -2.91898
H  3.12560  1.18571  -4.56720
H  4.84814  -2.62133  -2.98043
H  6.46155  -2.65726  -3.28644
C  2.24892  -4.31785  -2.44544
C  1.20829  -3.32326  -1.90458
C  0.52416  -3.71938  -0.62567
O  -0.63457  -2.84778  -0.35758
C  -1.65093  -3.37783  0.52053
N  1.78615  -2.00852  -1.67902
H  1.97968  -5.34701  -2.20785
H  3.15648  -4.14560  -1.86686
H  2.39149  -4.31130  -3.52606
H  0.53075  -3.30978  -2.75831
H  1.26587  -3.67260  0.17169
H  0.11749  -4.72184  -0.75908
H  -1.01528  -3.55216  1.38867
H  -2.11432  -4.26280  0.08443
H  -2.40824  -2.61939  0.71891
H  2.16150  -1.77639  -2.58750
H  1.17882  -1.23492  -1.44925
C  3.23778  4.29206  0.32544
C  2.18384  3.40871  -0.36297
C  2.26322  3.58246  -1.90910
O  1.84474  4.92070  -2.18121
C  1.88308  5.19809  -3.55778
N  2.34824  1.99465  0.01572
H  4.21259  4.05078  -0.09839
H  3.24811  4.07152  1.39285
H  3.08280  5.34740  0.10106
H  1.24124  3.88388  -0.09129
H  1.52398  2.89913  -2.32705
H  3.21768  3.21106  -2.28217
H  2.87834  5.10717  -3.99286
H  1.43014  6.17876  -3.70352
H  1.21982  4.47951  -4.03927
H  1.59447  1.41674  -0.32772
H  3.19821  1.61190  -0.37306
C  -2.83788  -0.74673  4.86887
C  -3.56785  0.57668  4.96555
C  -3.39706  1.16420  6.38117
O  -2.00864  1.39325  6.75452
C  -1.74772  1.58282  8.11181
N  -2.82910  1.42682  4.03795
H  -2.74353  -1.13208  3.85363
H  -3.36486  -1.49992  5.45460
H  -1.83495  -0.70198  5.29341
H  -4.61983  0.47356  4.69947
H  -3.80829  0.54388  7.17754
H  -3.88346  2.13754  6.44532
H  -1.92390  0.67635  8.69093
H  -2.35472  2.35054  8.59165
H  -0.73707  1.89329  8.37696
H  -2.31743  0.78683  3.44743
H  -2.11043  1.92413  4.54422

The electronic energy comes out at -144714.305 eV. As for the spin multiplicity: 7. As for the expectation value of S²: 12.00. The value obtained for the LUMO energy (spin up / spin down) is 0.516 / 0.512 eV. The HOMO-LUMO gap (spin up / spin down) comes out at 3.40 / 9.02 eV.

Here are the Mulliken charges for atoms 1 to 5, given in e: 0.640 0.359 0.917 -0.828 1.617



3.
Formula: C3H5NO2
Source: OMol25
Level of theory: ωB97M-V/def2-TZVPD

Atoms and positions in Å:
N  -1.33152  0.84364  0.50534
C  -0.99865  -0.46312  0.29186
O  -1.79456  -1.38464  0.34141
C  0.44805  -0.75168  -0.04163
C  1.34075  0.16273  -0.76473
O  1.43971  0.00504  0.63802
H  -0.61457  1.52125  0.71216
H  -2.25459  1.01515  0.87964
H  0.62404  -1.82260  -0.11319
H  2.15934  -0.25965  -1.34843
H  0.98201  1.13387  -1.10045

The electronic energy comes out at -8776.319 eV. As for the SMILES: NC(=O)[C@H]1CO1. As for the spin multiplicity: 1. The value obtained for the LUMO energy is 0.900 eV. The HOMO-LUMO gap comes out at 11.01 eV. The calculation puts the relative energy (zero: lowest compared OMol25 entry of this formula, charge and spin) at 31.72 kcal per mole.

Here are the natural (NBO) charges for atoms 1 to 5, given in e: -0.824 0.641 -0.591 -0.041 -0.099



4.
Formula: C2H4BrN4O2
Source: OMol25
Level of theory: ωB97M-V/def2-TZVPD

Atoms and positions in Å:
C  -1.29028  -0.15887  -0.85028
C  -0.84999  -1.01363  0.15592
N  -0.61304  0.97355  -0.64371
N  0.07420  -0.42505  0.94300
N  -1.16896  -2.53134  0.45739
N  0.16666  0.74973  0.46350
O  -0.51121  -3.07479  1.29482
O  -2.09444  -2.99523  -0.20320
Br  3.31617  3.09291  0.14415
H  -1.98259  -0.34355  -1.72081
H  -0.51660  1.85563  -1.02276
H  4.54268  2.47768  0.29356
H  0.92740  1.39295  0.68843

The electronic energy comes out at -82224.373 eV. As for the charge: +1. As for the spin multiplicity: 1. The value obtained for the LUMO energy is -5.502 eV. The HOMO-LUMO gap comes out at 9.21 eV. The calculation puts the relative energy (zero: lowest compared OMol25 entry of this formula, charge and spin) at 0.00 kcal per mole.

Here are the natural (NBO) charges for atoms 1 to 5, given in e: 0.038 0.131 -0.259 -0.044 0.539



5.
Formula: C12H14F2MgO5S
Source: OMol25
Level of theory: ωB97M-V/def2-TZVPD

Atoms and positions in Å:
C  0.80648  0.05911  2.90773
C  -0.01151  1.09136  2.17313
C  -1.00573  1.74780  2.91709
C  -1.80834  2.71853  2.40004
C  -1.60622  3.09218  1.07734
C  -0.63651  2.44261  0.33017
C  0.16714  1.43802  0.81777
C  1.22057  0.77870  -0.06628
C  0.67953  0.19128  -1.36883
F  -0.60376  0.54575  -1.72698
O  1.46209  0.61765  -2.47857
S  0.81795  -0.14211  -3.79772
O  -0.11608  0.63675  -4.51346
O  1.81033  -0.67858  -4.64640
O  0.15013  -1.42014  -2.97009
C  0.68155  -1.35451  -1.60098
O  1.91441  -1.94325  -1.73169
C  -0.32737  -2.22820  -0.84409
C  -0.32307  -2.10688  0.66326
F  -1.71703  -1.92307  -1.28687
H  1.08077  0.43404  3.90092
H  0.18766  -0.83199  3.08769
H  1.73023  -0.23438  2.40697
H  -1.12754  1.44650  3.95559
H  -2.58391  3.22400  2.96632
H  -2.19040  3.85665  0.57461
H  -0.49226  2.72781  -0.71121
H  1.89872  1.58982  -0.36952
H  1.84927  0.07851  0.48393
H  1.84535  -2.67356  -2.36324
H  -0.15876  -3.29439  -1.09655
H  -0.77210  -3.02223  1.07123
H  0.68286  -2.02487  1.07883
H  -0.97218  -1.28051  0.98287
Mg  -2.53225  -3.55843  -2.22302

The electronic energy comes out at -44602.146 eV. As for the charge: +2. As for the spin multiplicity: 1. The value obtained for the LUMO energy is -12.271 eV. The HOMO-LUMO gap comes out at 1.99 eV.

Here are the natural (NBO) charges for atoms 1 to 5, given in e: -0.657 0.050 -0.136 -0.206 -0.126



6.
Formula: C2H3ClF2
Source: OMol25
Level of theory: ωB97M-V/def2-TZVPD

Atoms and positions in Å:
C  -1.52397  0.58543  -0.42583
C  1.61924  -0.55211  0.18954
F  2.14879  0.36308  1.05372
F  1.26965  -1.66620  0.78750
Cl  -2.39969  1.54604  0.67687
H  -1.91492  0.69247  -1.42433
H  -1.23236  -0.33733  -0.02024
H  2.03326  -0.63137  -0.83723

The electronic energy comes out at -20075.891 eV. As for the spin multiplicity: 1. The value obtained for the LUMO energy (spin up / spin down) is 0.458 / -0.168 eV. The HOMO-LUMO gap (spin up / spin down) comes out at 9.19 / 8.67 eV. The calculation puts the relative energy (zero: lowest compared OMol25 entry of this formula, charge and spin) at 103.72 kcal per mole.

Here are the natural (NBO) charges for atoms 1 to 5, given in e: -0.372 0.540 -0.338 -0.320 0.005